*A*
Molecular formula: CH4N2O
Method: DFT, ωB97M-V/def2-TZVPD

Each atom is followed by the atoms it is bonded to, with distances in Å.
CARTESIAN COORDINATES (ANGSTROEM)
1 O -0.9402 -0.8379 0.7286  N3 1.448, H6 0.874
2 N 0.3038 1.5696 0.3784  C4 1.335, H8 1.077
3 N -0.1038 -0.5576 -0.4193  O1 1.448, C4 1.270, H5 1.056
4 C 0.4176 0.5958 -0.5278  N2 1.335, N3 1.270, H7 1.001
5 H -0.1888 -1.1266 -1.3048  N3 1.056
6 H -0.3851 -1.3228 1.1992  O1 0.874
7 H 1.0181 0.5350 -1.3262  C4 1.001
8 H -0.1216 1.1446 1.2718  N2 1.077

Properties
- orbital gap (eV) = 9.6227
- multiplicity = 1

Results of the Löwdin charge analysis, in e, for atoms 1 through 6: 0.041 0.043 -0.049 -0.359 0.179 0.019

*B*
Molecular formula: CH4N2O
Method: DFT, ωB97M-V/def2-TZVPD

Each atom is followed by the atoms it is bonded to, with distances in Å.
CARTESIAN COORDINATES (ANGSTROEM)
1 O 1.2797 0.1166 -0.7952  N3 1.532, C4 1.434
2 N -0.9498 -0.7759 -0.2669  N3 1.376, H5 1.008, H6 1.070
3 N 0.3603 -0.6725 0.1425  O1 1.532, N2 1.376, C4 1.403
4 C 0.7106 0.6609 0.4027  O1 1.434, N3 1.403, H7 1.108, H8 1.081
5 H -1.2297 -1.6605 -0.6617  N2 1.008
6 H -1.4050 0.1619 -0.5097  N2 1.070
7 H -0.1760 1.3210 0.4831  C4 1.108
8 H 1.4100 0.8485 1.2051  C4 1.081

Properties
- orbital gap (eV) = 10.8249
- multiplicity = 1

Results of the Löwdin charge analysis, in e, for atoms 1 through 6: -0.063 0.016 -0.137 -0.231 0.085 0.117

*C*
Molecular formula: CH4N2O
Method: DFT, ωB97M-V/def2-TZVPD

Each atom is followed by the atoms it is bonded to, with distances in Å.
CARTESIAN COORDINATES (ANGSTROEM)
1 O -0.3802 1.6550 0.0152  C4 1.221
2 N -1.1192 -0.3822 0.1696  C4 1.370, H7 1.146, H8 1.022
3 N 1.2263 0.0025 -0.0273  C4 1.379, H5 1.059, H6 1.124
4 C -0.0690 0.4753 -0.0291  O1 1.221, N2 1.370, N3 1.379
5 H 1.5144 -1.0148 -0.0914  N3 1.059
6 H 2.0097 0.6646 0.4321  N3 1.124
7 H -2.1166 -0.0578 -0.2926  N2 1.146
8 H -1.0654 -1.3426 -0.1765  N2 1.022

Properties
- orbital gap (eV) = 10.5573
- multiplicity = 1

Results of the Löwdin charge analysis, in e, for atoms 1 through 6: 0.007 0.086 0.094 -0.728 0.113 0.172

It is *C* that is most stable; the runner-up trails by 75.9 kcal/mol.

*A*
Molecular formula: C9H14
Method: DFT, ωB97M-V/def2-TZVPD

Each atom is followed by the atoms it is bonded to, with distances in Å.
CARTESIAN COORDINATES (ANGSTROEM)
1 C 1.2417 0.7036 -2.5423  C2 1.444, C3 1.405, H14 1.107
2 C 1.5590 -0.5139 -1.8343  C1 1.444, C8 1.408, H12 1.022
3 C 0.9928 1.7820 -1.6766  C1 1.405, C4 1.484, H18 1.070
4 C 1.0381 1.6858 -0.1966  C3 1.484, C9 1.383, H22 0.971
5 C 1.6357 0.3110 1.8452  C9 1.488, H10 1.046, H16 1.072, H21 1.135
6 C -2.7481 -1.0478 1.4985  C7 1.627, H11 1.013, H13 1.060, H17 1.142
7 C -2.6657 -1.0308 -0.1263  C6 1.627, H15 1.123, H19 1.106, H23 1.036
8 C 1.5624 -0.5904 -0.4284  C2 1.408, C9 1.359, H20 1.148
9 C 1.4013 0.4852 0.3866  C4 1.383, C5 1.488, C8 1.359
10 H 2.5428 -0.1592 2.0687  C5 1.046
11 H -3.6079 -0.5966 1.7873  C6 1.013
12 H 1.7418 -1.3656 -2.3694  C2 1.022
13 H -2.5894 -1.9374 2.0524  C6 1.060
14 H 1.2036 0.7220 -3.6488  C1 1.107
15 H -2.4849 0.0372 -0.4222  C7 1.123
16 H 0.9356 -0.3554 2.3081  C5 1.072
17 H -1.9021 -0.3490 1.8163  C6 1.142
18 H 0.8270 2.7819 -2.0207  C3 1.070
19 H -1.6988 -1.5204 -0.3446  C7 1.106
20 H 2.0212 -1.5619 -0.0238  C8 1.148
21 H 1.7323 1.3816 2.2082  C5 1.135
22 H 0.7545 2.4337 0.3542  C4 0.971
23 H -3.4930 -1.2956 -0.6915  C7 1.036

Properties
- orbital gap (alpha / beta) (eV) = 2.7783 / 6.9732
- multiplicity = 2
- expectation value of S² = 0.762
- net charge = -1

Results of the Löwdin charge analysis, in e, for atoms 1 through 6: -0.162 -0.201 -0.174 -0.127 -0.098 -0.135

*B*
Molecular formula: C9H14
Method: DFT, ωB97M-V/def2-TZVPD

Each atom is followed by the atoms it is bonded to, with distances in Å.
CARTESIAN COORDINATES (ANGSTROEM)
1 C 1.6065 -1.5485 -1.2755  C4 1.479, C7 1.453, C8 1.387
2 C 0.5452 -1.1598 0.8561  C6 1.398, C8 1.386, H14 1.094
3 C -2.7590 1.3254 1.8312  C5 1.510, H11 1.095, H16 1.093, H23 1.111
4 C 2.6592 -2.2830 -2.0104  C1 1.479, H10 1.097, H20 1.111, H22 1.106
5 C -2.6231 2.6027 1.0369  C3 1.510, H15 1.098, H18 1.097, H21 1.105
6 C 0.4864 0.2043 0.5561  C2 1.398, C9 1.403, H13 1.081
7 C 1.3555 -0.1701 -1.6609  C1 1.453, C9 1.392, H17 1.095
8 C 1.0650 -2.0271 -0.0920  C1 1.387, C2 1.386, H19 1.087
9 C 0.9480 0.7146 -0.6661  C6 1.403, C7 1.392, H12 1.081
10 H 2.3583 -2.4509 -3.0522  C4 1.097
11 H -1.8158 1.0001 2.2828  C3 1.095
12 H 0.7118 1.7365 -0.9268  C9 1.081
13 H 0.1702 0.8970 1.3233  C6 1.081
14 H 0.2282 -1.5669 1.8204  C2 1.094
15 H -1.8755 3.3608 1.3038  C5 1.098
16 H -3.0623 0.5356 1.1395  C3 1.093
17 H 1.6096 0.0950 -2.6927  C7 1.095
18 H -2.4668 2.4034 -0.0305  C5 1.097
19 H 1.2446 -3.0865 0.0696  C8 1.087
20 H 3.0088 -3.2337 -1.5553  C4 1.111
21 H -3.5849 3.1466 1.0424  C5 1.105
22 H 3.6378 -1.7686 -2.0012  C4 1.106
23 H -3.4476 1.2732 2.7012  C3 1.111

Properties
- orbital gap (alpha / beta) (eV) = 2.7387 / 6.8342
- multiplicity = 2
- expectation value of S² = 0.761
- net charge = -1

Results of the Löwdin charge analysis, in e, for atoms 1 through 6: -0.373 -0.199 -0.196 -0.145 -0.194 -0.216

It is *B* that is most stable; the runner-up trails by 22.4 kcal/mol.